# 1
This record from the OMol25 dataset describes a molecular structure, C24H33Cl2N4O3Y at a distorted geometry. The level of theory is ωB97M-V/def2-TZVPD.

Values from the calculation:
Energy relative to the best compared isomer or geometry (same formula, charge and spin) = 0.0456 eV
HOMO-LUMO gap (spin up / spin down) = 5.52 / 5.52 eV
Largest force on an atom = 5.7 eV/Å

```
! wB97M-V def2-TZVPD RIJCOSX def2/J DEFGRID3
* xyz 0 1
O 3.2384 1.4601 -1.3965
C 2.3916 1.8057 -2.1701
C 1.5663 3.0483 -2.1391
C 0.9323 3.6892 -1.0423
H 0.6780 3.1428 -0.1230
C 0.6481 5.0534 -1.1471
H 0.2265 5.5847 -0.2806
C 0.9454 5.7454 -2.3323
H 0.7618 6.8090 -2.3813
C 1.5062 5.0886 -3.4324
H 1.7826 5.6222 -4.3396
C 1.7174 3.7248 -3.3551
H 2.1463 3.1662 -4.1907
H 1.9116 1.1861 -2.9997
C 0.1329 -0.3203 -3.4450
C -0.4090 0.3673 -2.2886
H 0.1852 0.2212 -4.4028
H -0.6271 -1.1170 -3.5409
H 1.1215 -0.7834 -3.3174
C -1.1913 1.4107 -2.1323
C -2.4837 1.4095 -2.9011
H -0.9697 2.2924 -1.5278
H -2.5020 2.2005 -3.6487
H -3.3773 1.5066 -2.2979
H -2.5696 0.4443 -3.4108
Y -1.2260 -0.5992 -0.4769
Cl -2.2256 1.4795 0.7797
Cl -2.6610 -2.1816 -1.7409
C -3.3985 -1.3607 1.7904
O -2.2853 -1.6957 1.3138
N -4.0920 -2.1518 2.6047
C -3.5294 -3.4642 2.9336
C -5.5152 -1.9400 2.8518
H -3.8293 -0.3780 1.5412
H -2.4446 -3.3996 2.8235
H -3.9266 -4.2422 2.2714
H -3.8033 -3.7337 3.9552
H -5.7709 -0.9219 2.5425
H -5.7596 -2.0797 3.9109
H -6.1212 -2.6561 2.2790
H 1.7590 -5.1186 -0.6300
H 4.1830 -3.8948 -0.5739
C 1.5600 -4.4046 -1.4457
C 3.7785 -3.2556 -1.3656
N 2.3372 -3.1831 -1.2476
H 0.4873 -4.1728 -1.4831
C 1.7025 -2.0440 -0.9855
O 0.4357 -1.9973 -1.0041
H 4.2039 -2.2541 -1.2928
H 2.2955 -1.1571 -0.7450
H 1.8786 -4.8825 -2.3838
H 4.0326 -3.6943 -2.3368
N 1.5281 -1.5234 3.1306
C 0.8016 -1.6122 1.9933
N 0.4669 -0.4063 1.5419
C 0.9631 0.5200 2.4531
C 0.7521 1.8945 2.6213
C 1.2622 2.5158 3.7764
C 1.9520 1.7858 4.7605
C 2.1323 0.3980 4.6164
C 1.6658 -0.1784 3.4538
H 1.8819 -2.2997 3.6814
H 0.5594 -2.5678 1.5277
H 0.1515 2.4135 1.8759
H 1.1140 3.5958 3.9218
H 2.3353 2.3116 5.6345
H 2.6061 -0.2220 5.3690
*
```

=====

# 2
This record from the OMol25 dataset describes a single C5H12N2 molecule at a distorted geometry. The level of theory is ωB97M-V/def2-TZVPD.

Values from the calculation:
Energy relative to the best compared isomer or geometry (same formula, charge and spin) = 1.7822 eV
HOMO-LUMO gap = 9.68 eV
Largest force on an atom = 3.3 eV/Å

```
! wB97M-V def2-TZVPD RIJCOSX def2/J DEFGRID3
* xyz 0 1
C 2.1461 -0.4495 0.9260
C 0.7127 0.0694 0.7822
C -0.0742 -0.1508 2.0775
C 0.0406 -0.6757 -0.3418
N -0.2705 -0.3376 -1.5310
C -1.0550 0.8329 -1.7250
N -2.2178 0.6002 -2.5201
H 2.7044 -0.2894 0.0054
H 2.1444 -1.5155 1.1495
H 2.6564 0.0640 1.7392
H 0.7409 1.1384 0.5522
H -1.0880 0.2366 1.9903
H 0.4206 0.3436 2.9117
H -0.1398 -1.2143 2.3067
H 0.0601 -1.7555 -0.2000
H -0.4499 1.6096 -2.2050
H -1.2792 1.2406 -0.6439
H -2.0420 -0.0215 -3.2967
H -3.0097 0.2745 -1.9773
*
```

=====

# 3
This record from the OMol25 dataset describes a molecular structure, C8H11O3 at a distorted geometry. The level of theory is ωB97M-V/def2-TZVPD.

Values from the calculation:
Energy relative to the best compared isomer or geometry (same formula, charge and spin) = 2.1319 eV
HOMO-LUMO gap (spin up / spin down) = 8.29 / 8.01 eV
Largest force on an atom = 4.6 eV/Å

```
! wB97M-V def2-TZVPD RIJCOSX def2/J DEFGRID3
* xyz 0 2
C -2.0583 -1.7251 0.1772
C -1.1166 -0.7587 0.8482
C 0.0404 -0.4290 -0.1072
C -0.3369 0.1808 -1.4120
C -0.0606 1.5054 -1.6264
C 0.6327 2.3048 -0.6925
C 1.3028 1.7129 0.3218
C 1.2095 0.3123 0.5666
O 1.3223 -0.2099 1.8545
O 0.7227 -1.6742 -0.3170
O 2.1129 -1.3180 -0.5795
H -2.8572 -1.9468 0.8910
H -2.5696 -1.2721 -0.6826
H -1.5170 -2.6219 -0.1564
H -1.6511 0.1404 1.1988
H -0.6440 -1.1800 1.7390
H -0.9304 -0.4480 -2.0792
H -0.4345 1.9913 -2.5095
H 0.6762 3.3936 -0.8150
H 1.8759 2.2570 1.0860
H 2.2043 -0.3468 -0.0547
H 2.0766 0.1321 2.3492
*
```

=====

# 4
This record from the OMol25 dataset describes a molecular structure, C33H71N13OSi2Ti at a distorted geometry. The level of theory is ωB97M-V/def2-TZVPD.

Values from the calculation:
HOMO-LUMO gap (spin up / spin down) = 4.81 / 5.85 eV
Largest force on an atom = 1.8 eV/Å

```
! wB97M-V def2-TZVPD RIJCOSX def2/J DEFGRID3
* xyz 0 3
Ti -0.6252 -0.4135 0.5009
N 0.3519 1.2672 1.6745
C 0.7812 1.4033 3.0811
C -0.0521 0.5477 4.0491
N -0.6441 -0.6111 3.3791
C -1.1120 -1.6656 4.2741
C -2.5916 -2.0136 4.1361
N -2.9820 -2.2542 2.7448
H -0.4101 1.9011 1.4740
H 1.1212 1.5289 1.0569
H 1.8111 1.0812 3.1387
H 0.7382 2.4411 3.4067
H 0.6005 0.2485 4.8788
H -0.8583 1.1425 4.4814
H 0.0254 -0.9753 2.7183
H -0.5147 -2.5749 4.1321
H -0.9624 -1.3493 5.3081
H -2.7995 -2.8618 4.7945
H -3.1781 -1.1665 4.4980
H -2.5562 -3.0951 2.3765
H -3.9836 -2.3793 2.6733
C 3.6018 -0.1786 1.6225
N 2.6520 -0.8960 2.4973
C 3.2529 -1.4155 3.7314
C 3.5526 -2.9014 3.4499
N 2.7279 -3.2174 2.2761
C 3.4618 -3.8975 1.1997
C 2.0501 -2.0284 1.9031
N 0.9447 -1.9553 1.2882
C 0.2752 -3.2681 1.0519
C -0.5325 -3.3143 -0.2100
N -1.4158 -2.1528 -0.3366
C -2.2455 -2.1499 -1.3114
N -2.3195 -3.0359 -2.3872
C -2.4497 -4.4837 -2.2129
C -3.2908 -2.4998 -3.3571
C -3.4593 -1.0578 -2.9069
N -3.1452 -1.1035 -1.4792
C -4.2786 -1.1810 -0.5588
H 4.0416 0.6357 2.1958
H 3.0793 0.2625 0.7765
H 4.4141 -0.8208 1.2529
H 2.5395 -1.3213 4.5508
H 4.1450 -0.8508 3.9868
H 3.2717 -3.5223 4.2991
H 4.6087 -3.0786 3.2378
H 4.3926 -3.3780 0.9491
H 2.8579 -3.9452 0.2970
H 3.7057 -4.9130 1.5089
H -0.3753 -3.4547 1.9049
H 0.9581 -4.0985 1.0200
H -1.0962 -4.2370 -0.1675
H 0.1346 -3.3650 -1.0759
H -1.5591 -4.9405 -1.8011
H -2.5978 -4.9196 -3.1992
H -3.3112 -4.7457 -1.5909
H -4.2273 -3.0668 -3.3067
H -2.8971 -2.5741 -4.3717
H -4.4568 -0.6629 -3.0780
H -2.7366 -0.4050 -3.4033
H -4.9126 -0.3125 -0.7209
H -3.9032 -1.1427 0.4632
H -4.8799 -2.0905 -0.6975
C -4.9841 1.9732 0.6341
Si -3.1528 2.0570 1.0839
C -3.1392 1.4809 2.8674
C -2.6722 3.8805 1.1065
N -2.0275 1.1578 0.1415
C -1.8683 1.5650 -1.1938
C -2.7247 2.4807 -1.8371
C -2.5632 2.9080 -3.1574
C -1.5148 2.3989 -3.8966
C -0.6504 1.4800 -3.2948
C -0.7699 1.0436 -1.9635
N 0.1390 0.1402 -1.3575
Si 1.3132 -0.5692 -2.4025
C 2.5392 -1.6680 -1.4991
C 0.5786 -1.6541 -3.7375
C 2.4132 0.6455 -3.3624
H -5.4792 2.8820 1.0012
H -5.4598 1.1133 1.1247
H -5.1867 1.8985 -0.4406
H -2.5666 2.1658 3.5069
H -2.7001 0.4790 2.9393
H -4.1676 1.4464 3.2573
H -3.5516 4.5388 1.0687
H -2.0372 4.1328 0.2483
H -2.1185 4.1230 2.0244
H -3.5685 2.8865 -1.2844
H -3.2623 3.6188 -3.5879
H -1.3589 2.6932 -4.9294
H 0.1540 1.0895 -3.9055
H 2.2771 -2.7312 -1.6038
H 2.5903 -1.4331 -0.4399
H 3.5360 -1.5328 -1.9353
H -0.0679 -2.4400 -3.3312
H 1.3836 -2.1287 -4.3164
H -0.0318 -1.0572 -4.4308
H 3.4584 0.3092 -3.3507
H 2.3793 1.6611 -2.9461
H 2.1067 0.7165 -4.4140
C 4.7109 4.2347 -1.4407
N 4.0753 2.9232 -1.3985
C 4.9740 1.8348 -1.0517
C 2.7795 2.8112 -0.9072
O 2.4730 1.9511 -0.0808
N 1.8538 3.6758 -1.4095
C 1.9591 4.2684 -2.7428
C 0.5081 3.6087 -0.8261
H 5.3421 4.3845 -0.5571
H 3.9624 5.0227 -1.4580
H 5.3412 4.3327 -2.3273
H 5.3891 1.9523 -0.0424
H 5.7970 1.8174 -1.7686
H 4.4446 0.8857 -1.0972
H 2.8942 3.9800 -3.2125
H 1.9017 5.3582 -2.7020
H 1.1388 3.9023 -3.3660
H 0.2117 2.5805 -0.6568
H -0.1997 4.0525 -1.5256
H 0.4603 4.1552 0.1180
*
```